[1]
DFT (ωB97M-V/def2-TZVPD) results for a structure of composition C23H43CrGeI2N4OS3.

Structure (XYZ):
```
78
Properties=species:S:1:pos:R:3:forces:R:3:lowdin_spin:R:1
Cr 0.0250 -0.3112 -0.2840 -0.1 2.2 -0.3 3.496
S -0.3261 -0.1407 2.0344 0.2 -0.1 0.2 -0.015
C -1.9974 -0.3706 1.6825 -0.4 0.0 0.2 -0.017
S -2.2844 -0.5161 -0.0242 0.1 -0.5 -0.2 0.026
C -2.9964 -0.4901 2.6080 0.7 0.1 -0.8 0.059
C -2.7411 -0.3491 3.9839 0.2 0.1 0.5 0.005
N -2.5221 -0.2050 5.0999 0.1 0.0 0.4 0.030
C -4.3147 -0.7851 2.2043 -0.4 -0.1 -0.2 0.004
N -5.3726 -1.0562 1.8539 -0.4 0.0 -0.1 0.027
I 2.8427 -0.3075 0.0305 0.8 0.2 0.3 0.006
C 3.8503 0.9624 1.5112 -0.5 0.2 0.2 0.005
I 2.5725 1.9113 2.9348 0.6 -0.3 -0.2 0.002
H 4.3825 1.7264 0.9527 -0.2 -0.1 -0.1 0.000
H 4.5368 0.3110 2.0440 -0.2 -0.1 -0.2 0.000
C -1.2385 -0.0382 -2.9919 -0.7 0.2 -0.2 0.005
C -1.2421 0.0401 -4.5398 -0.1 0.0 0.1 0.001
N 0.0693 -0.3023 -5.0436 0.0 0.0 -0.6 0.001
C 0.4497 -1.6131 -4.5690 0.1 -0.1 0.1 0.002
C 0.5904 -1.5899 -3.0221 0.1 -0.6 -0.2 0.013
N 0.1282 -0.2928 -2.4971 0.0 -0.1 0.6 0.000
C 1.0013 0.7620 -3.0475 0.5 0.6 -0.1 0.002
C 1.0335 0.6757 -4.5940 0.1 0.1 0.1 -0.001
H -1.8905 -0.8463 -2.6496 0.1 0.0 0.0 0.001
H -1.5913 0.8992 -2.5514 0.0 -0.2 0.1 0.001
H -1.4937 1.0441 -4.8835 0.0 0.0 0.0 0.000
H -1.9716 -0.6532 -4.9598 0.0 0.0 0.0 0.000
H 1.3920 -1.8926 -5.0412 0.0 -0.1 0.0 0.000
H -0.3146 -2.3243 -4.8839 0.0 -0.1 0.0 0.000
H 1.6351 -1.7242 -2.7191 -0.1 0.0 0.0 0.002
H -0.0087 -2.3867 -2.5732 0.1 0.1 0.0 0.003
H 2.0100 0.6342 -2.6446 -0.2 0.1 0.1 0.000
H 0.6095 1.7272 -2.7183 0.1 -0.2 0.1 0.000
H 2.0202 0.3734 -4.9468 0.0 0.0 0.0 0.000
H 0.7921 1.6407 -5.0410 0.1 0.0 0.0 0.000
C 3.1317 -6.0153 -1.1933 -0.3 0.0 0.0 0.000
C 1.9487 -5.3023 -0.5520 0.3 0.1 -0.1 0.000
C 2.3671 -4.0348 0.1862 -0.2 -0.1 -0.2 0.008
C 1.2848 -3.5159 1.1094 0.1 0.7 -0.4 0.089
Ge -0.4442 -2.7264 0.3446 -0.9 -2.3 0.8 0.150
C -1.5598 -3.8432 -0.9562 0.5 0.6 -0.1 0.023
C -2.5940 -4.6818 -0.2217 0.2 0.0 0.3 0.006
C -1.9775 -5.8437 0.5457 -0.2 0.0 0.1 0.000
C -3.0283 -6.7183 1.2193 0.2 0.1 0.0 0.000
H 2.7935 -6.9056 -1.7155 0.1 -0.1 -0.1 0.000
H 3.8502 -6.3218 -0.4376 0.1 0.0 0.1 0.000
H 3.6378 -5.3682 -1.9057 0.1 0.0 -0.1 0.000
H 1.4624 -5.9775 0.1548 -0.1 0.0 0.0 0.000
H 1.2187 -5.0461 -1.3236 -0.1 -0.1 0.0 0.000
H 2.6665 -3.2667 -0.5366 0.1 -0.1 0.0 0.001
H 3.2483 -4.2596 0.7939 0.1 0.0 0.0 0.004
H 1.6862 -2.7607 1.7884 -0.2 0.1 0.0 -0.001
H 0.9098 -4.3322 1.7268 -0.3 0.0 0.0 0.010
H -1.2925 -2.8989 1.6140 -0.1 0.2 0.0 -0.005
H -0.9017 -4.4856 -1.5374 0.1 0.0 -0.1 0.002
H -2.0740 -3.1718 -1.6467 0.2 0.1 0.0 0.000
H -3.2999 -5.0750 -0.9579 -0.1 0.0 0.0 0.002
H -3.1609 -4.0496 0.4672 -0.1 0.0 0.0 0.000
H -1.2973 -5.4423 1.3036 0.1 -0.1 0.0 0.000
H -1.3879 -6.4562 -0.1393 0.1 0.0 0.0 0.000
H -3.5824 -6.1553 1.9654 -0.1 0.1 0.1 0.000
H -2.5588 -7.5660 1.7119 0.0 -0.1 0.1 0.000
H -3.7343 -7.1028 0.4875 -0.1 0.0 -0.1 0.000
C 2.1342 4.1051 -0.5485 0.0 0.0 0.0 0.000
C 0.6454 4.3179 -0.3515 0.0 -0.5 0.4 0.001
S -0.0313 2.8938 0.5938 -0.8 1.3 -0.2 0.008
O -0.1128 1.8346 -0.4854 0.3 -1.1 -0.6 0.037
C -1.7461 3.5169 0.7901 0.4 -0.2 0.1 0.002
C -1.8283 4.3082 2.0801 0.0 0.0 0.0 0.001
H 2.5424 4.8544 -1.2227 0.0 0.0 -0.1 0.000
H 2.3136 3.1196 -0.9782 0.1 0.0 -0.1 0.000
H 2.6578 4.1834 0.4015 0.1 0.0 0.1 0.000
H 0.1148 4.3479 -1.3024 -0.2 -0.1 0.1 0.000
H 0.4408 5.2214 0.2176 -0.1 0.1 0.1 0.000
H -2.3816 2.6320 0.8243 0.1 -0.1 -0.1 0.002
H -2.0076 4.1100 -0.0849 0.0 -0.1 -0.1 0.000
H -1.5971 3.6749 2.9331 0.0 0.0 0.1 0.000
H -2.8311 4.7056 2.2154 0.0 0.0 0.0 0.000
H -1.1336 5.1442 2.0729 0.0 0.2 0.1 0.000
```
Positions in Å, forces in eV/Å.

Its expectation value of S² is 6.09. The HOMO energy (alpha / beta) is -0.4026 / -0.4114 hartree. As for the total charge: +1. The value obtained for the energy above the lowest of the compared OMol25 structures with the same formula, charge and spin is 2.4049 eV. As for the spin multiplicity: 5.

[2]
DFT (ωB97M-V/def2-TZVPD) results for a structure of composition C23H43DyN2OP3S.

Structure (XYZ):
```
74
Properties=species:S:1:pos:R:3:forces:R:3:lowdin_spin:R:1
Dy -0.0740 -0.3145 0.1946 -0.3 0.0 0.9 5.199
P -1.8216 1.8909 0.7399 -1.3 1.5 0.1 -0.057
P -2.2205 -1.6822 1.6438 -1.1 -0.4 0.5 -0.005
P 1.7266 1.5178 -0.8150 1.8 1.6 -1.6 -0.047
H -1.2318 -3.0742 -0.9911 0.4 -0.2 0.2 0.000
C -0.1958 -2.7515 -1.1217 1.1 -0.7 0.3 0.004
C 0.8497 -3.0574 -0.2927 -1.0 0.1 -1.2 -0.004
H 0.8064 -3.7527 0.5438 -0.4 0.3 0.1 0.000
C -2.9982 2.0293 -0.6621 0.2 -0.3 -0.2 -0.008
C -2.9545 2.0778 2.1751 0.1 -0.5 0.2 -0.009
C -1.0942 3.5816 0.8064 0.5 -0.2 -0.1 -0.014
C -1.9968 -3.4923 1.7424 0.3 -0.4 -0.2 -0.001
C -2.5422 -1.3234 3.4129 0.2 0.4 0.1 -0.002
C -3.8963 -1.5674 0.8875 0.1 0.1 -0.3 -0.001
C 3.1495 0.5393 -1.4494 0.0 -0.7 0.3 -0.005
C 2.6285 2.9037 -0.0414 -0.2 0.1 0.9 -0.012
C 1.0250 2.3106 -2.3235 -0.6 -0.1 -0.1 -0.007
H 0.0198 -2.3208 -2.1077 0.1 0.2 0.4 0.000
H 1.8553 -2.7191 -0.5490 -0.1 -0.1 -0.2 0.000
H -3.6330 2.9181 -0.5351 0.2 -0.3 0.0 -0.002
H -3.6309 1.1323 -0.7060 0.1 0.3 0.0 0.000
H -2.4434 2.1111 -1.6069 -0.2 0.0 0.1 0.000
H -3.5514 2.9907 2.0430 0.2 -0.2 -0.1 -0.002
H -2.3762 2.1789 3.1013 -0.1 0.0 -0.1 0.000
H -3.6317 1.2234 2.2630 0.1 0.2 0.0 0.000
H -1.9079 4.3213 0.7930 0.2 -0.3 0.0 -0.003
H -0.4244 3.7594 -0.0427 -0.2 0.1 0.2 0.000
H -0.5293 3.7022 1.7404 -0.1 0.1 -0.2 0.000
H -2.9777 -3.9892 1.8490 0.5 0.2 0.0 0.000
H -1.3705 -3.7276 2.6190 -0.2 0.0 -0.3 0.000
H -1.4882 -3.8702 0.8428 -0.4 -0.1 0.4 0.000
H -3.4997 -1.7743 3.7281 0.4 0.2 -0.2 0.000
H -2.5700 -0.2384 3.5921 -0.1 -0.4 0.1 0.000
H -1.7237 -1.7535 4.0115 -0.3 0.2 -0.1 0.000
H -4.5758 -2.2864 1.3774 0.3 0.4 -0.2 0.000
H -3.8207 -1.8175 -0.1843 -0.2 0.1 0.3 0.000
H -4.3013 -0.5466 0.9808 0.1 -0.4 0.0 0.000
H 3.6789 1.0489 -2.2674 -0.3 0.0 0.3 -0.002
H 2.8202 -0.4395 -1.8251 0.2 0.3 0.0 0.000
H 3.8566 0.3496 -0.6304 -0.2 0.2 -0.1 0.000
H 3.2321 3.4821 -0.7501 -0.2 -0.3 -0.2 -0.003
H 3.3010 2.5093 0.7244 0.0 0.0 0.0 0.000
H 1.9368 3.5870 0.4555 0.1 0.0 -0.1 0.000
H 1.8056 2.7360 -2.9774 -0.2 -0.2 0.4 -0.002
H 0.3067 3.1015 -2.0634 0.3 -0.1 0.1 0.000
H 0.4752 1.5683 -2.9190 0.2 0.3 0.1 0.000
C 1.3933 -1.3499 -5.5611 -0.3 -1.1 -1.7 0.000
C 0.8819 -0.7733 -6.7495 -0.1 0.1 0.2 0.000
C 1.0512 -1.4038 -7.9979 0.0 0.3 0.3 0.000
C 1.7779 -2.5912 -8.0917 -0.1 -0.1 0.4 0.000
C 2.3267 -3.1614 -6.9349 0.0 0.3 0.1 0.000
C 2.1460 -2.5431 -5.7002 -0.3 0.4 0.5 0.000
S 1.3614 -0.5469 -3.9918 0.0 0.6 0.9 0.000
H 0.1708 -0.6242 -3.1729 0.7 -0.4 -1.7 0.000
H 0.3829 0.1967 -6.6973 0.0 -0.4 0.0 0.000
H 0.6188 -0.9595 -8.9102 0.3 -0.2 0.7 0.000
H 1.9117 -3.0836 -9.0544 0.0 0.2 0.2 0.000
H 2.9046 -4.0857 -6.9859 -0.2 0.3 0.0 0.000
H 2.6149 -2.9341 -4.8007 -0.1 -0.2 -0.2 0.000
N 0.9020 2.4358 6.6062 -0.3 -0.2 -1.0 0.000
C 0.4093 2.2648 5.3373 -0.6 1.7 1.1 0.000
O -0.4410 3.0374 4.8770 1.1 -1.3 -0.1 0.000
C 0.9108 1.0926 4.5317 -0.2 -0.3 0.0 -0.001
C 1.6644 0.0437 5.0737 -0.3 0.3 -0.5 0.001
C 1.9455 -1.0562 4.2704 0.0 -0.4 -0.2 0.000
C 1.4729 -1.1089 2.9616 -0.1 0.8 0.4 0.001
N 0.7796 -0.0709 2.4186 0.3 -0.2 0.5 -0.009
C 0.5017 1.0045 3.2024 0.3 -0.7 -0.3 -0.003
H 0.5998 3.2630 7.1143 0.0 -0.3 -0.2 0.000
H 1.6234 1.8734 7.0316 -0.1 0.2 -0.2 0.000
H 2.0085 0.0913 6.1055 0.0 -0.2 -0.3 0.000
H 2.5193 -1.8890 4.6610 -0.1 0.0 0.0 0.000
H 1.6454 -1.9853 2.3299 0.0 0.3 0.2 0.000
H -0.0754 1.7916 2.7206 0.2 0.0 0.5 -0.002
```
Positions in Å, forces in eV/Å.

Its expectation value of S² is 9.22. The HOMO energy (alpha / beta) is -0.5686 / -0.5686 hartree. As for the total charge: +3. As for the spin multiplicity: 6.

[3]
DFT (ωB97M-V/def2-TZVPD) results for a cluster of 3 separate species, C23H43F2N4O6 in total.

Structure (XYZ):
```
78
Properties=species:S:1:pos:R:3:forces:R:3:mulliken_charge:R:1
C 5.9799 -3.0940 -2.6781 -0.2 0.2 0.6 -1.069
C 5.4559 -1.6804 -2.4182 0.5 -1.8 -0.3 0.734
O 5.6821 -0.8082 -3.1966 0.0 1.3 -0.4 -0.520
O 4.7669 -1.5365 -1.2705 0.6 0.4 -0.1 -0.346
C 4.4730 -0.1560 -0.9683 -0.7 0.2 0.8 -0.584
C 3.2293 0.2902 -1.7736 -0.1 0.4 0.2 -0.488
C 2.3050 1.2809 -1.0189 0.4 0.2 0.2 -0.936
C 0.9312 1.4825 -1.7448 0.5 0.3 0.7 0.073
C -0.2503 1.1405 -0.8057 0.7 -0.6 0.0 -0.786
N -1.5220 0.8283 -1.4938 -0.1 0.8 -0.9 0.393
N -2.3670 -0.1302 -1.0451 1.6 -1.0 2.6 0.480
C -3.4117 -0.2417 -1.8308 -0.4 0.9 -1.4 0.373
N -4.3906 -1.1126 -1.6856 -1.0 -0.1 0.7 -0.126
C -4.4606 -2.1397 -0.6402 0.6 -0.9 -1.7 -0.609
C -3.4755 -3.3130 -1.0380 0.5 -0.4 1.2 0.509
C -2.1466 -3.3019 -0.2397 -0.2 0.7 -0.7 -1.096
F -3.1954 -3.2609 -2.3950 -0.1 0.1 0.1 -0.348
N -3.3073 0.6933 -2.8138 0.3 -0.5 0.5 -0.732
C -2.1414 1.3004 -2.5763 -0.4 0.9 -1.1 0.303
C -1.6326 2.3832 -3.4849 0.8 0.2 -0.2 -0.859
C -0.6275 1.8743 -4.5797 -0.3 -0.6 0.2 -0.516
C -0.6027 0.3491 -4.7699 0.3 0.2 -0.8 -0.212
F 0.4809 0.0829 -5.6169 -0.1 0.0 0.2 -0.348
H 6.8406 -3.2637 -2.0137 -0.4 -0.1 0.0 0.278
H 6.3517 -3.1798 -3.7030 -0.3 0.2 0.2 0.327
H 5.1964 -3.8358 -2.4771 0.3 0.1 0.0 0.307
H 5.3410 0.4908 -1.1576 -0.2 -0.3 -0.3 0.335
H 4.3125 -0.1120 0.1280 -0.2 -0.3 -0.7 0.438
H 3.6068 0.7612 -2.6939 -0.4 -0.2 0.1 0.353
H 2.6160 -0.5766 -2.0742 0.4 0.0 0.2 0.349
H 2.8521 2.2350 -0.9443 -0.4 -0.2 0.0 0.325
H 2.1632 0.9564 0.0280 0.0 -0.1 -0.4 0.225
H 0.9756 0.8482 -2.6369 -0.4 0.3 0.2 -0.164
H 0.8368 2.5464 -1.9978 0.0 -0.4 -0.4 0.449
H 0.0322 0.2242 -0.2587 -0.3 0.3 -0.1 0.500
H -0.3910 1.9462 -0.0705 -0.1 -0.3 -0.2 0.081
H -2.0735 -0.6046 -0.1996 -0.4 -0.3 -0.2 0.109
H -5.1360 -1.0917 -2.3673 0.3 0.1 0.0 0.260
H -5.4651 -2.5697 -0.7083 0.1 0.5 0.4 0.464
H -4.2177 -1.7545 0.3555 -0.3 0.0 -0.2 -0.082
H -3.9631 -4.2804 -0.8611 -0.1 0.3 -0.1 0.394
H -1.8117 -4.3060 0.0368 -0.1 0.3 0.1 0.342
H -2.2530 -2.6392 0.6347 0.1 -0.6 0.1 0.214
H -1.3671 -2.8566 -0.8799 -0.2 -0.2 0.1 0.296
H -2.4693 2.8779 -3.9888 0.0 -0.4 0.4 0.471
H -1.1081 3.1494 -2.8958 -0.3 -0.2 -0.1 0.227
H -0.8976 2.3099 -5.5491 0.2 0.0 0.3 0.385
H 0.3948 2.1760 -4.3223 -0.3 0.0 -0.2 0.334
H -0.4152 -0.2269 -3.8531 -0.2 0.2 -0.1 0.167
H -1.4836 -0.0278 -5.3097 0.1 0.1 0.5 0.346
O -1.6397 0.2309 3.1520 0.3 0.1 -0.2 -0.587
C -2.3852 1.0867 2.7554 -0.3 0.1 0.3 0.771
O -1.9687 2.3608 2.6850 0.5 -0.1 -0.2 -0.336
C -2.7149 3.4199 2.0657 -0.3 0.2 0.1 -0.216
C -3.7323 4.0126 3.0172 -0.1 -0.1 0.1 -1.190
C -3.8136 0.7621 2.4088 -0.2 0.1 -0.7 -0.770
H -3.1646 3.0816 1.1288 0.0 -0.1 0.1 0.184
H -1.9826 4.1818 1.8003 0.1 -0.2 0.1 0.433
H -4.4756 3.2758 3.3238 0.0 0.0 -0.1 0.280
H -4.2509 4.8502 2.5504 0.0 0.0 0.0 0.388
H -3.2405 4.3644 3.9243 0.0 0.1 -0.1 0.327
H -4.4193 0.7473 3.3138 0.0 0.0 0.0 0.352
H -3.8364 -0.2245 1.9484 0.0 -0.1 0.3 0.009
H -4.2553 1.4512 1.6917 -0.1 0.1 0.2 0.371
O 3.1034 -1.0480 1.8356 0.1 0.3 0.0 -0.617
C 2.7721 -0.9601 2.9913 -0.1 -0.4 0.1 0.864
O 3.5426 -0.2895 3.8565 0.2 0.3 -0.3 -0.381
C 3.1531 0.0176 5.2019 -0.1 -0.2 0.3 -0.347
C 3.4415 -1.1363 6.1393 0.0 -0.2 -0.1 -0.969
C 1.5402 -1.6704 3.4789 -0.5 0.3 0.2 -0.814
H 2.1106 0.3384 5.2401 0.0 -0.1 -0.1 0.297
H 3.7525 0.8787 5.4944 0.1 0.0 -0.2 0.311
H 2.8735 -2.0272 5.8689 -0.1 0.0 0.0 0.269
H 3.1912 -0.8672 7.1659 0.0 0.0 0.0 0.367
H 4.4970 -1.4061 6.0935 0.0 0.1 0.0 0.307
H 1.7795 -2.7137 3.6835 0.0 0.0 0.0 0.281
H 0.7940 -1.6211 2.6883 0.1 -0.1 0.0 0.021
H 1.0878 -1.2223 4.3602 0.1 -0.1 0.1 0.373
```
Positions in Å, forces in eV/Å.

The HOMO energy is -0.4298 hartree. As for the total charge: +1. As for the spin multiplicity: 1.

Energy (computed, eV): -166193.62446 -92335.50479 -48222.84331
Strongest force on any atom (computed, Eh/bohr): 0.051 0.055 0.062